A structure of composition C27H21Cl3HgN8O3PS2, computed with ωB97M-V with the def2-TZVPD basis set.

```
! wB97M-V def2-TZVPD RIJCOSX def2/J DEFGRID3
* xyz -2 2
Hg -0.139 -0.838 0.182
N 0.974 3.577 1.860
C 0.139 2.534 1.741
N 0.787 1.505 1.264
C 2.063 1.975 1.112
N 2.214 3.239 1.457
C 3.180 1.114 0.700
C 4.473 1.343 1.148
N 5.467 0.496 0.883
C 5.154 -0.575 0.164
C 3.869 -0.773 -0.337
N 2.887 0.067 -0.065
H 0.774 4.517 2.148
H -0.895 2.536 2.051
H 4.703 2.220 1.741
H 5.936 -1.305 0.002
H 3.625 -1.626 -0.959
S -1.131 -3.095 1.012
C -2.045 -2.510 2.364
C -2.296 -3.400 3.421
C -3.062 -3.055 4.525
C -3.282 -4.007 5.573
N -3.457 -4.779 6.409
C -3.616 -1.765 4.601
C -3.366 -0.868 3.568
C -2.592 -1.196 2.453
S -2.359 0.029 1.225
C -4.424 -1.356 5.708
N -5.078 -0.992 6.584
H -1.871 -4.393 3.364
H -3.793 0.125 3.628
C -3.662 1.028 -2.203
O -3.169 2.350 -1.960
P -2.001 2.544 -0.821
O -1.022 3.598 -1.601
C 0.028 2.993 -2.360
O -2.671 3.765 0.054
C -3.749 3.464 0.935
H -3.560 0.809 -3.266
H -4.715 0.982 -1.922
H -3.113 0.281 -1.626
H -0.345 2.209 -3.023
H 0.785 2.549 -1.707
H 0.483 3.781 -2.958
H -4.686 3.385 0.377
H -3.825 4.291 1.641
H -3.584 2.530 1.474
Cl 4.143 -4.003 1.813
C 2.678 -2.961 3.660
Cl 3.932 -2.367 4.688
Cl 1.789 -4.305 4.272
C 1.948 -2.019 2.927
N 1.347 -1.246 2.312
C 0.243 -0.802 -1.927
C 0.655 -0.863 -3.069
C 1.153 -0.915 -4.410
C 0.731 -1.903 -5.307
C 1.237 -1.952 -6.596
C 2.174 -1.019 -7.022
C 2.598 -0.031 -6.142
C 2.096 0.022 -4.852
H 0.007 -2.635 -4.973
H 0.902 -2.725 -7.278
H 2.576 -1.066 -8.027
H 3.329 0.700 -6.468
H 2.431 0.785 -4.161
*
```

expectation value of S²	0.76
energy	-119105.130	eV
energy above the lowest of the compared OMol25 structures with the same formula, charge and spin	37.8	kcal per mole
orbital gap (alpha / beta)	6.38 / 6.47	eV
LUMO (alpha / beta)	4.028 / 4.028	eV

***

A structure of composition C27H21F6N6O10RhS2Sb at a distorted geometry, computed with ωB97M-V with the def2-TZVPD basis set.

```
! wB97M-V def2-TZVPD RIJCOSX def2/J DEFGRID3
* xyz 1 1
Rh 0.032 0.044 -0.115
C 2.111 0.897 2.655
C 1.611 -0.493 2.703
C 1.937 -1.284 3.810
C 1.549 -2.603 3.867
C 0.793 -3.113 2.822
C 0.480 -2.264 1.774
N 0.889 -1.012 1.704
Sb -0.816 -3.217 0.277
C -2.402 -1.741 0.000
C -3.668 -2.269 0.177
C -4.754 -1.426 0.005
C -4.506 -0.106 -0.302
C -3.196 0.358 -0.462
C -2.967 1.781 -0.814
N -2.165 -0.482 -0.324
C 0.376 -2.733 -1.481
C 0.776 -3.827 -2.227
C 1.507 -3.600 -3.381
C 1.793 -2.295 -3.717
C 1.357 -1.236 -2.911
C 1.686 0.140 -3.359
N 0.656 -1.477 -1.793
H 2.132 1.340 3.647
H 3.137 0.894 2.285
H 1.525 1.503 1.975
H 2.510 -0.844 4.611
H 1.818 -3.230 4.704
H 0.444 -4.139 2.815
H -3.796 -3.313 0.441
H -5.763 -1.797 0.115
H -5.325 0.584 -0.425
H -3.839 2.380 -0.567
H -2.092 2.163 -0.298
H -2.771 1.862 -1.882
H 0.514 -4.825 -1.908
H 1.847 -4.417 -3.996
H 2.357 -2.072 -4.612
H 2.538 0.124 -4.036
H 0.833 0.586 -3.876
H 1.926 0.774 -2.515
F -0.244 4.032 0.075
C -0.249 4.346 -1.226
F 0.409 5.475 -1.390
F -1.519 4.519 -1.588
S 0.521 2.913 -2.167
O -0.148 1.775 -1.544
O 0.246 3.100 -3.544
N 2.040 2.997 -1.811
S 2.537 2.340 -0.472
O 2.428 3.153 0.686
O 2.102 0.954 -0.328
C 4.359 2.135 -0.884
F 5.035 1.880 0.232
F 4.864 3.198 -1.477
F 4.487 1.086 -1.696
O -2.877 0.778 2.400
C -1.852 1.424 2.302
O -0.811 1.202 1.645
C -1.792 2.750 3.127
C -0.573 3.329 3.440
C -0.558 4.477 4.223
C -1.728 5.081 4.657
C -2.934 4.493 4.304
C -2.979 3.318 3.563
N -4.195 5.104 4.730
O -4.118 5.994 5.537
O -5.204 4.670 4.233
N 0.736 5.027 4.625
O 1.701 4.328 4.439
O 0.732 6.119 5.130
H 0.358 2.906 3.097
H -1.701 5.970 5.272
H -3.926 2.845 3.346
*
```

energy	-105262.301	eV
energy above the lowest of the compared OMol25 structures with the same formula, charge and spin	42.4	kcal per mole
orbital gap (alpha / beta)	6.36 / 6.36	eV
LUMO (alpha / beta)	-5.856 / -5.855	eV

***

An isolated molecule of C27H21FNOP at a distorted geometry, computed with ωB97M-V with the def2-TZVPD basis set.

```
! wB97M-V def2-TZVPD RIJCOSX def2/J DEFGRID3
* xyz 0 1
C 1.237 3.002 4.258
C 1.415 1.677 4.680
C 0.850 0.603 3.976
C 0.117 0.858 2.808
P -0.429 -0.507 1.688
C 0.981 -1.659 1.698
C 1.004 -2.940 2.252
C 2.235 -3.574 2.323
C 3.381 -3.004 1.751
C 3.290 -1.812 1.030
C 2.088 -1.128 1.052
C -2.053 -1.360 2.115
C -2.906 -0.105 2.230
N -3.596 0.872 2.358
O -0.544 0.111 0.283
C -0.025 2.183 2.355
C 0.468 3.242 3.113
H 1.626 3.831 4.854
H 2.000 1.468 5.566
H 0.974 -0.422 4.338
H 0.075 -3.439 2.532
H 2.294 -4.528 2.837
H 4.367 -3.476 1.899
H 4.134 -1.432 0.468
H 1.993 -0.223 0.468
H -1.891 -1.699 3.199
H -0.514 2.380 1.395
H 0.229 4.260 2.822
F -4.622 -4.650 -2.862
C -3.634 -3.920 -2.190
C -2.459 -3.653 -2.907
C -1.436 -2.919 -2.238
C -1.607 -2.604 -0.887
C -2.738 -3.030 -0.135
C -2.760 -2.844 1.364
C -4.101 -2.997 2.029
C -4.268 -3.586 3.321
C -5.537 -3.616 3.915
C -6.654 -3.251 3.133
C -6.515 -2.812 1.824
C -5.240 -2.451 1.340
C -3.813 -3.616 -0.854
H -2.371 -3.933 -3.966
H -0.514 -2.617 -2.793
H -0.834 -2.040 -0.392
H -1.931 -3.506 1.888
H -3.390 -4.085 3.826
H -5.670 -3.941 4.947
H -7.665 -3.224 3.547
H -7.394 -2.668 1.182
H -5.087 -1.890 0.407
H -4.743 -3.984 -0.393
*
```

SMILES	N#C[C@@H]([C@@H](c1ccccc1)c1cccc(F)c1)P(=O)(c1ccccc1)c1ccccc1
energy	-43881.978	eV
energy above the lowest of the compared OMol25 structures with the same formula, charge and spin	40.0	kcal per mole
orbital gap	9.15	eV
LUMO	0.137	eV

***

A structure of composition C27H21IN6RuSe2Te2 at a distorted geometry, computed with ωB97M-V with the def2-TZVPD basis set.

```
! wB97M-V def2-TZVPD RIJCOSX def2/J DEFGRID3
* xyz 1 6
Ru 0.968 -1.288 2.317
Se 2.221 -0.917 4.514
Te 0.951 -1.704 6.418
Te -1.362 -0.593 5.752
Se -1.034 0.055 3.445
C 4.763 1.020 1.006
C 4.857 0.760 -0.332
C 3.976 -0.189 -0.919
C 3.054 -0.794 -0.113
N 2.936 -0.522 1.226
C 3.800 0.337 1.706
C 2.136 -1.811 -0.548
C 1.932 -2.023 -1.929
C 1.109 -3.015 -2.356
C 0.431 -3.801 -1.399
C 0.547 -3.459 -0.084
N 1.387 -2.511 0.335
H 5.369 1.721 1.530
H 5.585 1.260 -0.969
H 4.123 -0.437 -1.948
H 3.708 0.496 2.785
H 2.599 -1.471 -2.576
H 0.882 -3.209 -3.437
H -0.070 -4.684 -1.673
H 0.046 -3.985 0.689
N -2.685 3.051 -2.455
C -3.088 4.023 -3.339
C -4.294 4.287 -3.961
C -4.289 5.290 -4.947
C -3.111 6.102 -5.177
C -1.945 5.722 -4.579
C -1.942 4.687 -3.695
N -0.837 4.227 -2.917
C -1.339 3.206 -2.266
C -0.748 2.262 -1.326
C -1.195 0.971 -1.385
C -0.612 0.002 -0.541
N 0.284 0.310 0.407
C 0.677 1.590 0.491
C 0.182 2.558 -0.303
H -3.296 2.399 -1.927
H -5.183 3.697 -3.823
H -5.220 5.449 -5.504
H -3.158 6.932 -5.874
H -1.056 6.352 -4.581
H -1.835 0.629 -2.230
H -1.015 -1.002 -0.582
H 1.340 1.813 1.324
H 0.421 3.631 -0.227
I -4.266 -4.505 3.930
C -2.169 -4.340 4.027
C -1.449 -5.041 4.935
C -0.037 -4.944 4.914
C 0.517 -4.071 4.015
N -0.178 -3.346 3.103
C -1.479 -3.495 3.142
H -1.910 -5.593 5.745
H 0.519 -5.332 5.696
H 1.567 -3.838 3.995
H -2.086 -2.920 2.476
*
```

expectation value of S²	8.77
energy	-193236.627	eV
energy above the lowest of the compared OMol25 structures with the same formula, charge and spin	0.0	kcal per mole
orbital gap (alpha / beta)	6.24 / 5.63	eV
LUMO (alpha / beta)	-3.260 / -4.650	eV

***

A structure of composition C27H21N11O4SV, computed with ωB97M-V with the def2-TZVPD basis set.

```
! wB97M-V def2-TZVPD RIJCOSX def2/J DEFGRID3
* xyz 1 3
V -0.051 0.499 0.436
O 0.629 2.240 0.655
C 0.005 3.397 0.834
C 0.699 4.444 1.455
C 0.104 5.672 1.641
C -1.202 5.913 1.206
C -1.892 4.899 0.586
C -1.315 3.632 0.397
C -2.097 2.622 -0.261
N -1.726 1.399 -0.391
N -2.622 0.551 -1.047
C -2.037 -0.587 -1.250
O -0.796 -0.817 -0.918
C -2.812 -1.707 -1.843
C -4.204 -1.691 -1.830
C -4.916 -2.772 -2.327
C -4.244 -3.874 -2.842
C -2.856 -3.887 -2.872
C -2.142 -2.807 -2.373
H 1.713 4.256 1.782
H 0.661 6.463 2.127
H -1.661 6.880 1.352
H -2.904 5.064 0.236
H -3.066 2.899 -0.673
H -4.714 -0.826 -1.427
H -5.997 -2.754 -2.316
H -4.802 -4.715 -3.232
H -2.331 -4.733 -3.296
H -1.060 -2.802 -2.413
N 0.043 -3.078 0.522
N -1.318 -3.193 0.819
C -1.949 -2.205 1.466
N -3.245 -2.347 1.711
N -1.216 -1.111 1.753
N -1.767 -0.128 2.488
O -1.151 0.943 2.313
O -2.703 -0.248 3.242
H 0.146 -2.668 -0.402
H 0.460 -3.997 0.580
H -1.893 -3.786 0.232
H -3.721 -3.195 1.452
H -3.725 -1.665 2.276
S 7.451 -0.256 -0.416
N 6.525 -0.516 0.877
C 5.276 -0.302 0.500
C 4.106 -0.421 1.353
C 4.155 -0.783 2.699
C 2.977 -0.861 3.407
C 1.779 -0.576 2.758
N 1.718 -0.229 1.480
C 2.866 -0.149 0.782
C 2.744 0.234 -0.625
N 1.499 0.456 -1.070
C 1.316 0.793 -2.336
C 2.376 0.935 -3.229
C 3.660 0.712 -2.784
C 3.858 0.347 -1.452
C 5.156 0.073 -0.862
N 6.316 0.132 -1.493
H 5.110 -0.993 3.161
H 2.967 -1.133 4.452
H 0.838 -0.626 3.289
H 0.291 0.954 -2.645
H 2.178 1.219 -4.253
H 4.513 0.812 -3.442
*
```

expectation value of S²	2.01
energy	-89439.951	eV
energy above the lowest of the compared OMol25 structures with the same formula, charge and spin	0.0	kcal per mole
orbital gap (alpha / beta)	6.99 / 7.08	eV
LUMO (alpha / beta)	-3.159 / -3.272	eV

***

A structure of composition C27H21N3O5Os at a distorted geometry, computed with ωB97M-V with the def2-TZVPD basis set.

```
! wB97M-V def2-TZVPD RIJCOSX def2/J DEFGRID3
* xyz 2 1
Os -0.691 0.154 -0.698
C -0.275 2.997 5.576
O -1.369 2.072 5.592
C -1.642 1.368 4.515
C -2.752 0.484 4.638
C -3.116 -0.275 3.586
C -2.398 -0.235 2.345
C -2.735 -1.017 1.255
C -3.883 -1.967 1.209
O -2.065 -0.995 0.147
C -1.274 0.635 2.248
O -0.469 0.713 1.203
C -0.930 1.444 3.325
H -0.260 3.448 6.562
H -0.435 3.766 4.821
H 0.664 2.474 5.395
H -3.279 0.450 5.581
H -3.965 -0.931 3.700
H -4.432 -2.036 2.138
H -3.511 -2.955 0.933
H -4.559 -1.647 0.413
H -0.092 2.113 3.200
O -2.611 3.429 -1.968
C -1.843 2.540 -1.788
O -1.807 1.753 -0.705
C -0.772 2.178 -2.775
C -0.595 2.864 -3.955
C 0.432 2.473 -4.799
C 1.270 1.436 -4.403
C 1.036 0.796 -3.206
N 0.008 1.141 -2.406
H -1.267 3.681 -4.182
H 0.583 2.967 -5.749
H 2.098 1.118 -5.019
H 1.676 -0.007 -2.875
C -0.263 -3.777 -2.518
C -0.790 -2.619 -1.935
N -0.009 -1.725 -1.338
C 1.318 -1.962 -1.285
C 1.933 -3.082 -1.823
C 1.093 -4.012 -2.467
C 3.364 -3.187 -1.711
C 4.084 -2.219 -1.095
C 3.441 -1.052 -0.544
C 4.107 0.022 0.076
C 3.381 1.098 0.523
C 1.991 1.130 0.344
N 1.350 0.134 -0.241
C 2.061 -0.944 -0.663
H -0.930 -4.473 -3.007
H -1.852 -2.415 -1.947
H 1.521 -4.898 -2.921
H 3.853 -4.052 -2.140
H 5.161 -2.293 -1.023
H 5.184 -0.007 0.189
H 3.866 1.937 1.001
H 1.392 1.968 0.670
*
```

energy	-45501.675	eV
orbital gap	6.39	eV
LUMO	-7.499	eV

***

A structure of composition C27H22AsBF10MnNO3S at a distorted geometry, computed with ωB97M-V with the def2-TZVPD basis set.

```
! wB97M-V def2-TZVPD RIJCOSX def2/J DEFGRID3
* xyz 1 4
Mn 1.148 0.402 0.240
O 2.371 -0.026 1.717
N 3.650 0.261 1.391
C 4.493 0.693 2.332
C 5.815 0.874 2.023
C 6.294 0.735 0.706
C 5.359 0.358 -0.292
C 4.068 0.078 0.116
S 2.872 -0.503 -0.994
H 4.148 0.701 3.351
H 6.520 1.155 2.785
H 7.273 0.996 0.420
H 5.616 0.291 -1.366
O -0.084 -0.737 1.047
As -1.613 -1.250 0.436
C -2.806 0.104 -0.059
C -2.860 0.546 -1.382
C -3.626 1.673 -1.728
C -4.405 2.293 -0.771
C -4.280 1.899 0.525
C -3.541 0.815 0.888
C -2.290 -2.128 1.962
C -1.796 -1.678 3.184
C -2.319 -2.236 4.336
C -3.312 -3.191 4.245
C -3.825 -3.634 2.972
C -3.294 -3.138 1.832
C -1.440 -2.494 -1.011
C -2.522 -2.870 -1.772
C -2.388 -3.895 -2.719
C -1.076 -4.380 -2.963
C -0.012 -3.888 -2.219
C -0.158 -2.965 -1.243
H -2.308 -0.016 -2.203
H -3.553 1.897 -2.783
H -5.109 3.021 -1.055
H -4.771 2.391 1.331
H -3.483 0.435 1.914
H -1.028 -0.966 3.206
H -1.966 -1.964 5.321
H -3.729 -3.679 5.127
H -4.562 -4.416 2.942
H -3.681 -3.405 0.832
H -3.468 -2.408 -1.567
H -3.243 -4.253 -3.343
H -0.914 -5.111 -3.747
H 0.926 -4.324 -2.516
H 0.636 -2.630 -0.574
F 0.076 0.737 -1.080
B 0.337 -0.337 -4.201
F -0.892 -0.776 -4.551
F 1.108 -1.117 -3.508
F 0.817 0.829 -4.458
C 0.556 3.872 0.331
C 1.886 3.259 -0.134
O 1.977 1.983 0.344
C 3.005 3.998 0.578
F 4.267 3.468 0.323
F 2.872 3.910 1.910
F 3.010 5.294 0.273
C 2.101 3.384 -1.699
F 2.194 4.618 -2.103
F 3.173 2.718 -1.969
F 1.102 2.805 -2.384
H 0.389 3.509 1.334
H -0.231 3.464 -0.328
H 0.524 4.950 0.447
*
```

expectation value of S²	4.14
energy	-166832.658	eV
energy above the lowest of the compared OMol25 structures with the same formula, charge and spin	15.9	kcal per mole
orbital gap (alpha / beta)	6.31 / 9.00	eV
LUMO (alpha / beta)	-5.726 / -3.139	eV

***

A structure of composition C27H22AuN5O2S at a distorted geometry, computed with ωB97M-V with the def2-TZVPD basis set.

```
! wB97M-V def2-TZVPD RIJCOSX def2/J DEFGRID3
* xyz 0 1
Au 0.023 -1.578 -0.625
C -3.395 -1.916 -4.900
C -2.505 -0.948 -5.351
C -1.352 -0.672 -4.643
C -1.077 -1.366 -3.463
C -1.956 -2.357 -3.031
C -3.116 -2.619 -3.738
N 0.066 -1.100 -2.673
N 0.782 -0.158 -3.096
C 1.848 0.231 -2.305
C 2.723 1.191 -2.822
C 3.723 1.684 -2.013
C 3.849 1.196 -0.717
C 2.961 0.223 -0.294
N 1.983 -0.240 -1.061
H -4.298 -2.124 -5.459
H -2.723 -0.391 -6.253
H -0.659 0.088 -4.973
H -1.725 -2.904 -2.125
H -3.808 -3.369 -3.378
H 2.579 1.535 -3.837
H 4.394 2.451 -2.375
H 4.610 1.573 -0.048
H 3.023 -0.201 0.702
C 3.296 4.674 2.226
C 2.199 3.787 1.700
C 1.634 4.012 0.449
C 0.581 3.232 -0.006
C 0.084 2.219 0.795
C 0.649 1.960 2.034
C 1.703 2.741 2.477
S -1.345 1.315 0.226
O -1.264 1.311 -1.212
O -2.497 1.941 0.825
N -1.099 -0.185 0.748
C -1.575 -0.756 1.887
C -2.338 -0.131 2.869
C -2.799 -0.838 3.985
C -2.522 -2.167 4.167
C -1.729 -2.842 3.221
C -1.379 -4.204 3.343
C -0.586 -4.796 2.403
C -0.130 -4.030 1.322
N -0.446 -2.762 1.167
C -1.239 -2.143 2.084
H 3.700 5.308 1.439
H 4.107 4.091 2.663
H 2.898 5.323 3.009
H 2.021 4.809 -0.176
H 0.137 3.390 -0.981
H 0.267 1.148 2.641
H 2.147 2.542 3.446
H -2.599 0.908 2.740
H -3.396 -0.315 4.722
H -2.895 -2.706 5.029
H -1.746 -4.768 4.192
H -0.297 -5.835 2.475
H 0.510 -4.462 0.564
*
```

energy	-54427.978	eV
orbital gap	6.06	eV
LUMO	-1.144	eV

***

no.,molecular weight (g mol⁻¹)
1,907.58
2,992.29
3,425.44
4,1070.60
5,646.55
6,657.71
7,771.20
8,677.54